[1]
Computed, not measured: a structure of composition C25H32As2ClO11Os, with ωB97M-V/def2-TZVPD.

Calculated values
Calculated total energy   -6821.52583 a.u.
2S+1   5
Frontier orbital gap (spin up / spin down)   6.5 / 7.3 eV
F_max   0.5 eV/A
HOMO energy (spin up / spin down)   -10.6 / -11.9 eV
Energy relative to the best compared isomer or geometry (same formula, charge and spin)   1.855 eV
Net charge   +1
Expectation value of S²   6.024

Each line ends with the Löwdin charge.
Atoms and positions in Å:
Os1 2.488 -0.155 -0.392  1.458
C1 3.794 3.032 -0.371  -0.022
C2 3.709 1.791 0.468  -0.334
C3 2.758 1.658 1.494  -0.059
C4 2.684 0.488 2.267  -0.276
C5 1.675 0.373 3.369  -0.009
C6 3.586 -0.560 1.995  -0.037
C7 4.619 -0.428 1.052  -0.294
C8 5.609 -1.526 0.826  -0.007
C9 4.622 0.730 0.253  -0.075
H1 3.346 2.856 -1.351  0.080
H2 4.834 3.313 -0.531  0.098
H3 3.280 3.863 0.109  0.094
H4 2.057 2.463 1.689  0.117
H5 0.795 -0.178 3.034  0.065
H6 1.357 1.361 3.699  0.094
H7 2.101 -0.156 4.220  0.100
H8 3.528 -1.467 2.585  0.137
H9 5.217 -2.227 0.086  0.086
H10 5.810 -2.064 1.751  0.096
H11 6.544 -1.129 0.435  0.099
H12 5.366 0.832 -0.528  0.150
O1 2.451 0.624 -1.966  -0.428
C10 -2.258 3.770 3.597  -0.008
O2 -2.204 2.503 2.914  -0.079
C11 -1.189 2.346 2.076  -0.550
O3 -0.303 3.159 1.922  0.076
C12 -1.083 0.980 1.486  -0.325
C13 -1.931 -0.049 1.715  -0.296
As1 -3.735 0.474 1.185  1.376
C14 -4.887 -1.074 1.484  -0.284
C15 -3.006 0.000 -0.639  -0.227
C16 -1.773 0.153 -1.127  -0.218
As2 -0.140 0.761 -0.189  1.305
C17 -0.014 2.537 -0.951  -0.232
C18 -1.401 -0.246 -2.524  -0.535
O4 -0.343 -0.780 -2.759  0.087
O5 -2.283 0.129 -3.438  -0.019
C19 -2.002 -0.311 -4.780  0.001
C20 -4.086 -0.613 -1.487  -0.573
O6 -4.021 -1.718 -1.947  0.151
O7 -5.139 0.201 -1.564  -0.052
C21 -6.259 -0.321 -2.305  -0.010
C22 -1.515 -1.482 1.506  -0.534
O8 -2.269 -2.383 1.264  0.128
O9 -0.192 -1.651 1.678  -0.117
C23 0.244 -3.021 1.560  -0.015
H13 -3.142 3.724 4.224  0.100
H14 -2.340 4.582 2.877  0.102
H15 -1.364 3.909 4.201  0.099
H16 -4.800 -1.368 2.529  0.039
H17 -4.631 -1.919 0.854  0.027
H18 -5.909 -0.740 1.303  0.029
H19 -0.946 3.084 -0.826  0.053
H20 0.201 2.392 -2.010  0.046
H21 0.803 3.081 -0.487  0.017
H22 -2.795 0.100 -5.395  0.100
H23 -2.012 -1.399 -4.821  0.106
H24 -1.032 0.059 -5.104  0.100
H25 -7.017 0.454 -2.274  0.098
H26 -6.620 -1.237 -1.842  0.101
H27 -5.963 -0.529 -3.331  0.100
H28 1.321 -3.002 1.704  0.084
H29 0.005 -3.404 0.572  0.099
H30 -0.240 -3.630 2.321  0.106
Cl1 2.908 -4.137 -4.082  0.627
C24 1.933 -3.369 -2.832  -0.506
C25 2.732 -2.462 -1.933  -0.673
O10 3.890 -2.158 -2.062  0.054
O11 1.976 -1.988 -0.933  -0.259
H31 1.452 -4.137 -2.229  0.090
H32 1.152 -2.765 -3.294  0.075

---

[2]
Computed, not measured: a cluster of 2 separate species, C25H32BF3O2 in total, with ωB97M-V/def2-TZVPD.

Calculated values
Calculated total energy   -1446.69044 a.u.
Frontier orbital gap   3.2 eV
F_max   4.1 eV/A
HOMO energy   -6.7 eV
Energy relative to the best compared isomer or geometry (same formula, charge and spin)   0.000 eV
Net charge   0

Each line ends with the Löwdin charge.
Atoms and positions in Å:
C1 -4.691 -3.396 1.912  -0.011
C2 -3.578 -2.423 1.555  -0.475
C3 -3.931 -1.689 0.265  -0.010
C4 -3.311 -1.482 2.833  -0.489
C5 -2.528 -0.275 2.420  -0.032
C6 -4.529 -0.985 3.600  -0.007
O1 -2.458 -2.236 3.659  0.057
B1 -1.751 -3.070 2.722  -0.869
C7 -0.134 -2.781 2.606  -0.081
C8 0.617 -2.603 3.759  -0.018
C9 2.010 -2.527 3.664  -0.017
C10 2.593 -2.604 2.413  -0.169
C11 4.082 -2.515 2.285  -0.528
F1 4.562 -3.550 1.523  0.109
F2 4.453 -1.344 1.670  0.098
F3 4.719 -2.554 3.490  0.107
C12 1.849 -2.704 1.251  -0.029
C13 0.460 -2.777 1.347  -0.033
C14 -1.902 -4.536 3.515  -0.185
C15 -2.440 -5.697 2.749  -0.164
C16 -1.027 -5.697 3.232  -0.151
O2 -2.342 -3.089 1.405  0.048
H1 -5.633 -2.856 2.038  0.082
H2 -4.820 -4.124 1.111  0.093
H3 -4.468 -3.925 2.843  0.097
H4 -4.800 -1.030 0.403  0.085
H5 -3.093 -1.100 -0.128  0.076
H6 -4.201 -2.428 -0.498  0.089
H7 -3.165 0.458 1.920  0.067
H8 -2.070 0.182 3.306  0.105
H9 -1.709 -0.540 1.730  0.102
H10 -5.169 -0.391 2.936  0.085
H11 -5.119 -1.793 4.036  0.087
H12 -4.188 -0.329 4.408  0.087
H13 0.146 -2.577 4.743  0.124
H14 2.625 -2.417 4.547  0.111
H15 2.328 -2.726 0.277  0.116
H16 -0.124 -2.889 0.433  0.114
H17 -2.284 -4.417 4.532  0.125
H18 -3.134 -6.359 3.276  0.095
H19 -2.621 -5.562 1.677  0.098
H20 -0.222 -5.551 2.507  0.101
H21 -0.824 -6.365 4.072  0.093
C17 -1.338 2.788 3.121  -0.013
C18 -0.849 1.888 2.028  -0.154
C19 0.435 1.149 2.242  -0.007
C20 -1.464 1.994 0.734  -0.194
C21 -0.778 1.663 -0.475  0.031
C22 -1.373 1.929 -1.706  -0.045
C23 -2.731 2.268 -1.777  -0.025
C24 -3.484 2.463 -0.606  -0.039
C25 -2.847 2.383 0.630  -0.010
H22 -1.432 3.835 2.788  0.116
H23 -2.338 2.488 3.474  0.107
H24 -0.651 2.785 3.976  0.101
H25 1.324 1.793 2.088  0.132
H26 0.495 0.769 3.277  0.115
H27 0.493 0.283 1.567  0.087
H28 0.222 1.214 -0.429  0.130
H29 -0.780 1.834 -2.622  0.120
H30 -3.202 2.384 -2.754  0.120
H31 -4.560 2.681 -0.645  0.123
H32 -3.438 2.551 1.541  0.124

---

[3]
Computed, not measured: a cluster of 19 separate species, C25H32Cl54NO4S2 in total, with ωB97M-V/def2-TZVPD.

Calculated values
Calculated total energy   -26973.87259 a.u.
Frontier orbital gap   8.2 eV
F_max   2.2 eV/A
HOMO energy   -11.9 eV
Net charge   +1

Each line ends with the Löwdin charge.
Atoms and positions in Å:
C1 -1.828 -2.565 -4.874  -0.013
C2 -2.066 -1.088 -4.584  -0.323
C3 -2.100 -0.247 -5.867  -0.061
O1 -1.073 0.769 -5.863  -0.013
C4 -1.494 1.904 -5.237  -0.520
O2 -1.958 2.848 -5.837  0.167
C5 -1.328 1.984 -3.736  -0.343
S1 0.441 1.985 -3.300  0.997
N1 0.835 0.300 -2.839  -0.112
O3 -3.302 -0.814 -3.938  0.032
C6 -3.554 -1.370 -2.730  -0.543
O4 -4.712 -1.480 -2.392  0.052
C7 -2.439 -1.771 -1.783  -0.433
S2 -3.233 -1.834 -0.142  0.809
H1 -2.584 -3.205 -4.440  0.073
H2 -1.756 -2.810 -5.921  0.091
H3 -0.897 -2.827 -4.403  0.006
H4 -1.229 -0.677 -4.034  0.094
H5 -3.057 0.258 -5.919  0.147
H6 -2.018 -0.845 -6.756  0.137
H7 -1.741 2.905 -3.352  0.065
H8 -1.791 1.161 -3.204  0.054
H9 0.944 -0.309 -3.649  0.127
H10 0.106 -0.100 -2.248  0.091
H11 1.707 0.330 -2.288  -0.019
H12 -2.095 -2.770 -2.005  0.025
H13 -1.599 -1.087 -1.764  0.048
H14 -2.211 -2.096 0.698  -0.232
C8 -3.071 6.306 -4.939  -1.550
Cl1 -2.707 7.827 -5.752  0.527
Cl2 -2.222 6.215 -3.387  0.517
Cl3 -4.804 6.115 -4.709  0.540
H15 -2.720 5.494 -5.563  -0.005
C9 0.401 -2.593 2.607  -1.552
Cl4 -1.316 -2.557 3.007  0.568
Cl5 1.086 -4.176 2.937  0.553
Cl6 0.649 -2.132 0.913  0.485
H16 0.920 -1.862 3.223  -0.088
C10 -0.852 8.404 -9.364  -1.559
Cl7 -1.790 8.137 -10.834  0.526
Cl8 0.720 7.609 -9.471  0.502
Cl9 -0.662 10.126 -9.046  0.539
H17 -1.397 7.967 -8.538  -0.036
C11 0.698 -0.479 6.203  -1.513
Cl10 -0.933 -0.470 6.855  0.558
Cl11 1.409 -2.091 6.288  0.504
Cl12 0.723 0.087 4.525  0.570
H18 1.307 0.198 6.788  -0.067
C12 1.864 2.646 9.380  -1.516
Cl13 0.191 2.862 9.868  0.532
Cl14 2.586 1.251 10.187  0.547
Cl15 1.978 2.474 7.621  0.560
H19 2.423 3.527 9.665  0.016
C13 1.201 -5.290 -3.085  -1.520
Cl16 0.395 -6.844 -3.174  0.575
Cl17 1.782 -4.783 -4.673  0.537
Cl18 0.110 -4.062 -2.413  0.547
H20 2.051 -5.379 -2.422  0.018
C14 -3.843 3.435 9.113  -1.548
Cl19 -4.486 2.243 10.241  0.533
Cl20 -3.148 4.805 9.981  0.524
Cl21 -2.641 2.701 8.048  0.484
H21 -4.658 3.799 8.504  0.011
C15 4.995 -5.011 4.620  -1.544
Cl22 4.242 -6.601 4.504  0.544
Cl23 5.655 -4.515 3.056  0.513
Cl24 3.849 -3.813 5.212  0.460
H22 5.814 -5.072 5.324  -0.018
C16 3.944 6.920 -11.914  -1.558
Cl25 5.567 6.709 -12.567  0.530
Cl26 3.990 7.053 -10.153  0.494
Cl27 3.158 8.328 -12.623  0.529
H23 3.362 6.046 -12.169  0.011
C17 4.540 0.752 -1.105  -1.500
Cl28 3.827 2.089 -2.015  0.555
Cl29 5.207 1.304 0.415  0.592
Cl30 3.315 -0.513 -0.836  0.540
H24 5.336 0.323 -1.698  0.023
C18 7.432 -1.718 5.769  -1.541
Cl31 8.564 -0.473 6.291  0.544
Cl32 8.062 -3.328 6.135  0.526
Cl33 5.850 -1.489 6.513  0.504
H25 7.314 -1.640 4.697  0.007
C19 -5.629 -3.776 -4.614  -1.540
Cl34 -7.351 -3.772 -4.258  0.520
Cl35 -4.934 -5.387 -4.402  0.541
Cl36 -5.327 -3.179 -6.251  0.542
H26 -5.147 -3.107 -3.918  -0.038
C20 -5.251 1.498 -1.159  -1.545
Cl37 -6.131 2.048 -2.582  0.554
Cl38 -3.658 2.282 -1.079  0.529
Cl39 -6.159 1.809 0.312  0.563
H27 -5.099 0.431 -1.245  -0.038
C21 -5.261 6.474 -9.867  -1.559
Cl40 -6.105 7.681 -10.831  0.539
Cl41 -4.598 7.196 -8.398  0.495
Cl42 -6.329 5.126 -9.470  0.529
H28 -4.436 6.091 -10.452  0.000
C22 -11.707 -2.273 -3.888  -1.540
Cl43 -12.686 -2.787 -5.260  0.535
Cl44 -10.069 -2.933 -4.005  0.473
Cl45 -11.658 -0.514 -3.774  0.528
H29 -12.161 -2.657 -2.986  0.012
C23 3.676 -2.326 10.746  -1.538
Cl46 3.068 -3.175 12.169  0.560
Cl47 5.309 -2.856 10.342  0.530
Cl48 2.608 -2.564 9.365  0.507
H30 3.711 -1.270 10.973  -0.028
C24 5.855 -5.966 12.579  -1.561
Cl49 6.688 -6.058 14.131  0.533
Cl50 7.010 -5.980 11.246  0.485
Cl51 4.684 -7.276 12.418  0.527
H31 5.316 -5.028 12.541  -0.050
C25 10.525 -4.302 9.683  -1.538
Cl52 8.805 -3.913 9.637  0.467
Cl53 11.021 -5.119 8.200  0.524
Cl54 11.490 -2.851 9.951  0.535
H32 10.694 -4.976 10.511  0.014